--- 1 ---
The following is a quantum chemistry calculation of an isolated molecule of C4H8N4, from the OMol25 dataset.

Results
HOMO level = -7.6 eV
SMILES = CNc1nccn1N
Kohn-Sham gap = 8.3462 eV

Geometry (Å):
C 2.3565 0.1364 0.1745
N 1.1539 -0.0876 -0.6912
C 0.1040 0.6875 -0.3311
N -0.2448 1.8569 -0.0768
C -1.5951 1.8919 0.3207
C -2.2002 0.6693 0.2064
N -1.2985 -0.2276 -0.4013
N -1.2344 -1.5771 -0.4069
H 2.3580 -0.6099 1.0750
H 3.3312 0.1230 -0.4787
H 2.1321 1.2209 0.4536
H 0.8457 -1.0516 -0.7623
H -2.0041 2.8384 0.5922
H -3.2734 0.5144 0.0945
H -2.2166 -1.8603 -0.5933
H -0.9637 -1.9320 0.4713

---

--- 2 ---
The following is a quantum chemistry calculation of an isolated molecule of C4H8N4, from the OMol25 dataset.

Results
HOMO level = -9.2 eV
SMILES = CC1(C)N=NC(N)=N1
Kohn-Sham gap = 9.2596 eV

Geometry (Å):
C 1.1277 0.3190 -1.6382
C 0.0706 -0.0475 -0.6152
C -1.3625 0.7151 -0.9192
N -0.1136 -1.4435 -0.4525
N -0.0979 -1.7079 0.7855
C 0.0690 -0.5030 1.4787
N 0.1116 -0.4947 2.8358
N 0.2341 0.5205 0.6872
H 1.1837 1.4023 -1.7405
H 2.1017 -0.0509 -1.3120
H 0.8650 -0.1320 -2.5988
H -1.5877 0.4026 -1.9348
H -1.2778 1.7969 -0.8815
H -2.1194 0.3258 -0.2460
H 0.5608 0.2886 3.2788
H 0.2346 -1.3912 3.2728

---

--- 3 ---
The following is a quantum chemistry calculation of a cluster of 2 separate species, C4H8N4 in total, from the OMol25 dataset.

Results
HOMO level = -8.4 eV
Kohn-Sham gap = 9.5425 eV

Geometry (Å):
C -1.0372 -0.3701 -1.9727
C -0.3297 0.8170 0.0362
C 0.7851 0.0721 0.6837
N -1.6017 0.1517 0.1169
N 0.5913 -0.1729 2.0393
C 1.8349 -0.3448 -0.0262
N -0.9553 -1.5195 -2.2769
N -0.1405 2.0409 -0.2301
H -2.4426 0.6776 -0.0922
H -1.5868 -0.7721 0.5275
H 0.0926 0.5703 2.5105
H 1.4194 -0.5016 2.5204
H -0.2387 -2.1745 -2.5607
H -0.9414 2.5096 -0.6457
H 2.6382 -0.9019 0.4315
H 1.9125 -0.0820 -1.0615

---

Which of them is the most stable? Correct choice: 2.

---

--- 1 ---
The following is a quantum chemistry calculation of an isolated molecule of C4H8N4, from the OMol25 dataset.

Results
HOMO level (alpha / beta) = -8.2 / -8.2 eV
SMILES = C=C/N=N\C(C)=N\N
Kohn-Sham gap (alpha / beta) = 8.9069 / 8.9070 eV

Geometry (Å):
C 0.3325 -0.4164 2.0296
C -0.1838 -1.1896 1.0611
N 0.5944 -2.1351 0.1026
N 0.6886 -1.6152 -0.9920
C 0.1124 -0.2819 -0.8673
C 1.1688 0.7956 -0.8576
N -1.1114 -0.1506 -1.2932
N -1.8058 0.9408 -0.9174
H -0.1917 -0.2652 2.9598
H 1.3073 0.0345 1.9330
H -1.1586 -1.6358 1.1952
H 1.2109 1.2915 -1.8337
H 2.1497 0.3917 -0.5983
H 0.9082 1.5466 -0.1049
H -1.2986 1.7105 -0.4760
H -2.7227 0.9785 -1.3407

---

--- 2 ---
The following is a quantum chemistry calculation of an isolated molecule of C4H8N4, from the OMol25 dataset.

Results
HOMO level = -8.1 eV
SMILES = C1=C\NNCC/N=N/1
Kohn-Sham gap = 8.8495 eV

Geometry (Å):
C 0.3143 0.4645 1.8631
C 0.9931 -0.6634 1.4800
N 1.0749 -1.2198 0.1548
N 0.2694 -1.2037 -0.9712
C -0.1001 0.0485 -1.7369
C -1.1865 0.9587 -1.2248
N -1.1597 0.6210 0.1830
N -0.2649 1.2697 0.7724
H 0.2832 0.7408 2.9698
H 1.6691 -1.2473 2.1671
H 1.7088 -1.9420 0.0963
H -0.6554 -1.7038 -0.7812
H -0.2450 -0.2488 -2.8018
H 0.7754 0.6757 -1.8057
H -1.0248 2.0049 -1.4027
H -2.0737 0.5999 -1.7032

---

--- 3 ---
The following is a quantum chemistry calculation of an isolated molecule of C4H8N4, from the OMol25 dataset.

Results
HOMO level = -8.8 eV
SMILES = [H]/N=C(\N)[C@@H]1CNC=N1
Kohn-Sham gap = 9.7316 eV

Geometry (Å):
H -2.8803 1.1404 -0.5814
N -1.9199 1.2101 -0.2110
C -1.4203 0.0264 0.0760
N -2.0538 -1.1600 -0.0057
C 0.0250 -0.0677 0.5986
C 0.8826 1.1002 0.1505
N 2.1922 0.4045 -0.0429
C 1.8950 -0.8952 -0.2532
N 0.7106 -1.2534 0.1211
H -3.0390 -1.1530 -0.2694
H -1.4139 -1.9931 -0.1166
H 0.0146 -0.0857 1.7015
H 0.5084 1.3633 -0.8286
H 0.9069 1.9489 0.8119
H 2.9225 0.9255 -0.5162
H 2.6693 -1.5112 -0.6347

---

Which of them is the most stable? Correct choice: 3.

---

--- 1 ---
The following is a quantum chemistry calculation of an isolated molecule of C4H8N4, from the OMol25 dataset.

Results
HOMO level = -9.1 eV
SMILES = [H]/N=C\N(/C=N/[H])/C=N/C
Kohn-Sham gap = 9.5150 eV

Geometry (Å):
H 1.1746 -1.1053 1.5447
N 0.6071 -1.9140 1.6249
C -0.4050 -1.7200 0.8198
N -0.7636 -0.4894 0.1227
C -1.8522 -0.7005 -0.7191
N -2.2980 0.0512 -1.7653
H -3.3563 0.0009 -2.0798
C 0.0818 0.5093 -0.1766
N 1.3354 0.6578 0.2786
C 2.2086 1.6610 0.1617
H -0.9459 -2.7388 0.4447
H -2.4041 -1.4801 -0.4499
H -0.6134 1.2479 -0.6260
H 2.1614 2.2317 1.1780
H 1.7755 2.4853 -0.5183
H 3.2942 1.3029 0.1598

---

--- 2 ---
The following is a quantum chemistry calculation of an isolated molecule of C4H8N4, from the OMol25 dataset.

Results
HOMO level = -7.9 eV
SMILES = CN(C)/N=C(\N)C#N
Kohn-Sham gap = 8.6146 eV

Geometry (Å):
C -1.2102 -1.8975 -0.0418
N -0.5606 -0.5914 -0.1431
C -1.4908 0.5023 0.0966
N 0.7796 -0.5774 0.0571
C 1.4858 0.5008 0.0816
N 1.1745 1.8316 -0.0399
C 2.9035 0.1636 0.2115
N 4.0481 -0.0324 0.2670
H -0.4857 -2.7106 -0.1682
H -1.6946 -2.0373 0.9311
H -1.9574 -2.0101 -0.8344
H -1.2187 1.0989 0.9725
H -1.5315 1.1462 -0.7880
H -2.5173 0.1525 0.2614
H 1.9412 2.4450 -0.2966
H 0.3339 2.0158 -0.5667

---

Which of them is the most stable? Correct choice: 2.